C31H65Be2BrClFN3O16S2Si2 as an isolated structure, computed with ωB97M-V/def2-TZVPD.

Its charge is +1. As for the total energy: -7126.2523 hartree. The frontier orbital gap is 1.34 eV. The energy relative to the best compared isomer or geometry (same formula, charge and spin) comes out at 0.0 kJ/mol. As for the spin multiplicity: 1.

```
124
C31H65Be2BrClFN3O16S2Si2 | OMol25 | ωB97M-V/def2-TZVPD
C 0.263 -4.022 0.124
C -0.494 -4.774 -1.103
C -1.800 -3.977 -1.599
C -1.652 -3.344 -3.062
C -0.439 -2.298 -3.207
C -1.019 -0.794 -3.314
C -1.780 -0.298 -1.988
C -0.884 -0.469 -0.647
C -0.017 0.874 -0.478
Si 1.665 0.577 0.443
C 1.494 -0.652 1.902
C 1.344 0.021 3.337
O 1.079 1.223 3.531
Br 1.608 -1.186 4.918
O 2.246 2.149 0.873
Si 3.951 2.186 1.160
C 4.173 2.915 2.947
C 4.894 4.372 2.862
C 3.674 5.439 2.677
C 4.218 6.720 1.845
S 4.335 6.421 0.020
O 5.544 5.620 -0.387
O 4.435 7.774 -0.699
Cl 2.677 5.416 -0.766
N 4.788 0.625 0.921
C 5.966 0.494 1.871
C 5.301 0.445 -0.456
C 6.146 1.505 -1.295
O 5.025 -0.660 -1.015
H 0.721 -4.796 0.825
H -0.527 -3.390 0.656
H 1.051 -3.310 -0.318
H -0.829 -5.819 -0.690
H 0.169 -4.925 -2.020
H -2.141 -3.187 -0.829
H -2.661 -4.766 -1.637
H -2.611 -2.773 -3.347
H -1.453 -4.215 -3.783
H 0.375 -2.391 -2.404
H 0.059 -2.513 -4.226
H -1.730 -0.712 -4.204
H -0.085 -0.121 -3.511
H -2.821 -0.753 -1.905
H -1.930 0.836 -2.113
H -0.270 -1.429 -0.636
H -1.631 -0.517 0.233
H 0.194 1.366 -1.500
H -0.666 1.605 0.138
H 2.573 -0.032 -0.545
H 2.423 -1.332 1.883
H 0.606 -1.345 1.656
H 4.543 3.175 0.261
H 4.689 2.194 3.662
H 3.117 3.131 3.366
H 5.476 4.574 3.829
H 5.640 4.437 1.986
H 2.795 4.913 2.170
H 3.337 5.763 3.730
H 5.236 7.015 2.304
H 3.525 7.615 2.057
H 5.639 -0.007 2.858
H 6.802 -0.162 1.449
H 6.432 1.496 2.158
H 6.255 1.064 -2.357
H 5.650 2.521 -1.427
H 7.218 1.656 -0.917
F -2.061 -6.794 -0.072
Be 1.406 -0.544 -3.131
C 0.077 4.826 6.493
C 1.371 5.549 6.799
C 1.208 6.699 7.749
O 2.276 7.562 7.372
C 2.539 7.308 6.061
O 3.247 7.983 5.368
O 1.888 6.191 5.635
H 0.280 3.929 5.902
H -0.438 4.525 7.407
H -0.592 5.449 5.893
H 2.124 4.839 7.158
H 1.309 6.392 8.792
H 0.263 7.238 7.627
C -4.025 0.850 -6.952
C -3.462 -0.306 -6.253
N -3.017 -1.216 -5.705
H -4.456 1.571 -6.253
H -3.265 1.375 -7.534
H -4.816 0.553 -7.644
C 0.117 6.132 1.849
O -0.210 5.566 0.815
O 0.867 7.127 1.916
O -0.244 5.803 2.993
O 4.600 -0.962 6.580
H 3.833 -1.032 5.996
H 4.376 -0.238 7.176
Be 4.436 7.749 -2.761
C -6.024 -6.846 -0.916
C -5.800 -5.495 -0.258
C -7.096 -4.705 -0.159
O -4.847 -4.751 -1.017
H -6.402 -6.725 -1.937
H -5.082 -7.397 -0.991
H -6.737 -7.448 -0.349
H -5.380 -5.639 0.741
H -7.512 -4.509 -1.153
H -6.917 -3.731 0.306
H -7.841 -5.241 0.431
H -5.210 -4.618 -1.903
C -0.541 -3.341 -8.925
S -1.028 -1.855 -8.023
O -2.167 -1.233 -8.763
C 0.458 -0.905 -8.416
H -1.348 -4.070 -8.849
H -0.368 -3.099 -9.975
H 0.366 -3.756 -8.481
H 0.568 -0.816 -9.498
H 1.331 -1.401 -7.989
H 0.357 0.090 -7.979
C -9.666 -7.906 3.037
N -8.581 -7.403 2.155
O -8.831 -7.288 0.966
O -7.516 -7.140 2.688
H -10.550 -8.097 2.431
H -9.312 -8.825 3.502
H -9.868 -7.138 3.782
```

=====

C20H30B2Cl6F14N7NiO4S2 as an isolated structure, computed with ωB97M-V/def2-TZVPD.

Its charge is -1. As for the total energy: -7978.5183 hartree. The frontier orbital gap (alpha / beta) is 10.22 / 9.38 eV. As for the spin multiplicity: 3.

```
86
C20H30B2Cl6F14N7NiO4S2 | OMol25 | ωB97M-V/def2-TZVPD
Ni 0.639 -0.704 0.149
B 1.337 1.520 -0.993
F 2.580 1.544 -1.686
F 0.542 0.479 -1.469
F 1.575 1.152 0.253
F 0.763 2.735 -0.994
B -1.257 0.284 1.758
F -1.045 0.482 0.421
F -0.440 1.055 2.492
F -2.557 0.605 1.956
F -0.909 -1.062 1.989
C -0.489 -2.543 -3.387
F -1.273 -2.849 -4.358
F 0.327 -3.592 -3.154
F 0.278 -1.450 -3.635
S -1.570 -2.128 -1.820
O -2.014 -0.772 -1.985
O -2.742 -3.039 -1.848
N -0.352 -2.294 -0.465
S -0.719 -3.799 -0.004
O -1.916 -3.816 0.869
O -0.717 -4.834 -1.082
C 0.806 -4.250 1.176
F 0.648 -5.545 1.533
F 1.950 -4.207 0.513
F 0.796 -3.452 2.240
C -1.609 2.034 -4.125
C -0.963 1.484 -5.329
N -0.508 1.044 -6.298
H -2.287 2.875 -4.272
H -0.805 2.299 -3.438
H -2.112 1.231 -3.587
C 2.495 1.915 -4.368
C 3.630 1.022 -4.524
N 4.554 0.307 -4.596
H 2.812 2.626 -3.606
H 1.572 1.431 -4.048
H 2.374 2.426 -5.324
C 1.533 -0.607 4.652
C 1.728 -0.817 3.156
N 1.881 -0.920 2.015
H 0.731 0.099 4.868
H 2.492 -0.358 5.105
H 1.274 -1.562 5.109
C 3.851 -2.292 -2.878
C 3.045 -1.904 -1.751
N 2.421 -1.528 -0.863
H 3.380 -2.127 -3.847
H 4.129 -3.337 -2.738
H 4.784 -1.734 -2.803
C 2.620 4.211 1.186
C 2.297 5.506 0.535
N 2.086 6.510 0.049
H 3.516 4.431 1.767
H 2.800 3.511 0.370
H 1.739 3.967 1.779
C 4.677 1.198 1.538
C 5.035 0.349 2.691
N 5.259 -0.320 3.619
H 3.931 1.930 1.848
H 4.198 0.645 0.730
H 5.536 1.631 1.026
Cl -3.885 5.147 0.208
C -2.966 3.732 0.828
C -1.426 3.955 0.747
Cl -0.860 4.869 2.223
H -3.224 2.919 0.149
H -3.298 3.580 1.855
H -1.095 4.547 -0.107
H -0.941 2.980 0.724
Cl -6.201 -2.623 -1.188
C -5.053 -1.633 -0.223
C -4.813 -0.274 -0.840
Cl -6.284 0.732 -0.747
H -4.150 -2.229 -0.089
H -5.448 -1.544 0.789
H -4.490 -0.450 -1.866
H -4.046 0.248 -0.267
Cl -3.745 -1.590 5.929
C -2.309 -2.030 4.918
C -2.558 -3.104 3.818
Cl -3.099 -4.611 4.531
H -1.466 -2.132 5.600
H -2.080 -1.070 4.455
H -1.612 -3.368 3.344
H -3.288 -2.746 3.092
```

=====

The molecule C3H8OS, computed with ωB97M-V/def2-TZVPD.

As for the total energy: -592.4224 hartree. The frontier orbital gap is 9.13 eV. The energy relative to the best compared isomer or geometry (same formula, charge and spin) comes out at 251.1 kJ/mol. As for the spin multiplicity: 1.

```
13
C3H8OS | OMol25 | ωB97M-V/def2-TZVPD
C -0.529 -0.151 0.113
C 2.045 -1.187 -0.040
C -1.893 0.604 0.394
O 1.362 1.504 -0.561
S 1.425 0.177 0.584
H -0.604 -1.157 0.526
H -0.401 -0.212 -0.966
H 1.685 -1.664 -0.933
H 2.977 -1.509 0.383
H -2.105 0.617 1.458
H -2.655 0.037 -0.131
H -1.853 1.620 0.016
H 2.196 1.981 -0.582
```